Formula: C9H18O2Si2
Source: OMol25
Level of theory: ωB97M-V with the def2-TZVPD basis set

Cartesian coordinates (Å):
1 C -0.881937 1.401570 -1.053284
2 C -1.092627 0.224750 -0.917984
3 C -4.016858 3.865506 -0.436734
4 C -3.775430 4.977255 -0.700014
5 C 3.393138 -0.620549 2.061035
6 C 4.972135 2.782376 -1.127752
7 C -3.386334 -1.589189 -1.616603
8 C -0.552038 -2.982816 -0.913124
9 C -2.202926 -1.436486 1.363327
10 O 3.393830 -0.486110 0.691363
11 O 4.330567 1.846157 -0.262744
12 Si 4.173917 0.204510 -0.601691
13 Si -1.766311 -1.498631 -0.534939
14 H -4.103218 2.855648 -0.291265
15 H -0.690343 2.439924 -1.145706
16 H -3.923721 6.073241 -0.667523
17 H 2.468906 -0.506963 2.677838
18 H 4.071010 0.237381 2.501363
19 H 3.996151 -1.540111 2.316433
20 H 5.733321 2.189427 -1.512475
21 H 5.420568 3.573307 -0.623543
22 H 4.447714 3.196870 -1.924939
23 H -3.956072 -2.450244 -1.515510
24 H -4.065433 -0.799017 -1.451517
25 H -3.096078 -1.316162 -2.601377
26 H 0.074957 -2.782118 -1.752408
27 H 0.042524 -3.086495 0.054679
28 H -1.024134 -3.978127 -1.106685
29 H -1.454890 -1.938821 1.980665
30 H -2.244539 -0.438358 1.773802
31 H -3.081345 -1.990299 1.643996

Force components x, y, z for each atom (eV/Å):
C 0.082 0.010 0.026
C -0.240 -1.134 0.205
C -0.017 -2.204 0.186
C -0.426 5.293 -0.063
C 3.158 1.508 2.759
C 0.274 -2.038 0.869
C 2.274 1.320 1.039
C -0.840 0.096 1.950
C 1.002 -0.576 -0.573
O -0.496 0.317 -1.518
O -1.184 -0.090 0.529
Si -0.374 0.355 0.390
Si -1.010 -0.202 0.197
H -0.221 -1.766 0.304
H 0.052 0.191 -0.076
H 0.697 -1.345 -0.433
H 0.179 -0.481 -1.310
H -1.180 -1.360 -0.576
H -1.143 0.606 -0.004
H 1.929 -0.436 -1.413
H 0.564 1.275 1.472
H -1.761 0.337 -1.201
H -0.687 -1.953 -0.190
H -0.731 1.225 1.013
H 0.421 -0.623 -1.305
H 0.671 0.276 -0.440
H -0.392 0.073 -1.409
H -0.010 0.943 0.273
H 0.461 -0.005 -0.253
H -0.265 0.416 -0.185
H -0.788 -0.028 -0.260

Total energy, a.u.: -1083.039440
Relative energy (zero: lowest compared OMol25 entry of this formula, charge and spin), kcal/mol: 66.0
HOMO, eV: -8.94

Formula: Br2FH2PSi
Source: OMol25
Level of theory: ωB97M-V with the def2-TZVPD basis set

Cartesian coordinates (Å):
1 F -0.378683 -2.168213 -0.177711
2 P 0.204650 -0.722227 -0.569804
3 Si -0.798396 1.039520 1.180871
4 Br -0.085661 2.725774 -0.134299
5 Br 0.727581 1.089504 2.751291
6 H -0.806867 -0.577475 -1.396217
7 H 1.137376 -1.386883 -1.654130

Force components x, y, z for each atom (eV/Å):
F 0.151 -0.247 0.984
P 2.358 -2.452 -0.524
Si -0.571 -0.310 -0.409
Br 0.054 0.373 -0.345
Br 0.660 -0.025 0.800
H -1.725 1.178 -1.970
H -0.927 1.482 1.463

Total energy, a.u.: -5879.976933
Relative energy (zero: lowest compared OMol25 entry of this formula, charge and spin), kcal/mol: 68.1
HOMO, eV: -8.97
SMILES: F[PH2]=[Si](Br)Br

Formula: C3H9FO2Si
Source: OMol25
Level of theory: ωB97M-V with the def2-TZVPD basis set

Cartesian coordinates (Å):
1 C -0.873947 -0.918661 -2.512147
2 O -0.853780 -0.185312 -1.363210
3 Si -0.107321 -0.306244 0.121896
4 C 1.775254 0.037767 -0.009690
5 F -0.228178 -1.813603 0.680004
6 O -0.941339 0.792572 1.109198
7 C -0.651649 1.327013 2.393199
8 H 0.041935 -1.426907 -2.519145
9 H -0.970139 -0.356028 -3.480332
10 H -1.724031 -1.662182 -2.373916
11 H 2.210909 0.048576 0.935775
12 H 2.277863 -0.656606 -0.549158
13 H 1.986591 0.875464 -0.584070
14 H -0.561504 2.560559 2.408383
15 H 0.169553 0.783160 2.797036
16 H -1.550218 0.900432 2.946173

Force components x, y, z for each atom (eV/Å):
C -1.697 -1.514 -0.649
O 0.147 2.210 2.953
Si -0.112 1.497 -0.565
C -3.440 0.143 0.698
F -0.182 0.448 -0.059
O 1.191 -0.899 -2.196
C -2.190 0.821 0.020
H 1.325 -1.323 -0.801
H -0.153 -0.083 1.198
H 0.972 0.651 -0.873
H 0.813 0.390 1.696
H 1.221 -2.909 -1.549
H 0.101 2.240 -0.532
H -0.195 -3.475 -0.058
H 1.166 0.315 0.574
H 1.033 1.489 0.144

Total energy, a.u.: -659.644120
Relative energy (zero: lowest compared OMol25 entry of this formula, charge and spin), kcal/mol: 0.0
HOMO, eV: -10.47
SMILES: CO[Si](C)(F)OC

Formula: C20H30N4O5
Source: OMol25
Level of theory: ωB97M-V with the def2-TZVPD basis set

Cartesian coordinates (Å):
1 C 0.084716 1.453356 2.686487
2 O 0.880922 1.884170 1.606477
3 C 2.264985 1.766474 1.859491
4 C 3.053103 2.291550 0.654636
5 N 2.987799 1.414257 -0.491971
6 C 3.998102 0.374810 -0.595001
7 C 3.605679 -0.948125 0.082327
8 O 3.952189 -1.212760 1.219877
9 N 2.908345 -1.772242 -0.709678
10 C 2.556892 -3.114978 -0.316587
11 C 1.063474 -3.280535 0.009447
12 C 0.577812 -2.297889 1.086843
13 C -0.154972 -1.230471 0.276631
14 C -0.671516 -2.039709 -0.910443
15 O 0.302590 -3.034792 -1.162948
16 C 1.998169 1.408693 -1.422166
17 O 1.936141 0.527172 -2.260960
18 C 1.045046 2.592461 -1.401034
19 C -0.088523 2.428897 -2.412716
20 C -1.179350 1.436668 -2.041249
21 O -1.608420 0.627335 -2.830237
22 N -1.677062 1.601400 -0.778887
23 C -2.703388 0.907656 -0.152549
24 C -3.516741 -0.024144 -0.794206
25 C -4.510104 -0.655661 -0.063197
26 C -5.413975 -1.660016 -0.702316
27 C -4.652102 -0.317641 1.282833
28 C -3.800629 0.625397 1.822898
29 N -2.845624 1.228403 1.132387
30 H 0.312962 0.415196 2.950484
31 H 0.248600 2.086258 3.566860
32 H -0.952630 1.529657 2.359407
33 H 2.532560 0.718730 2.053138
34 H 2.533610 2.359366 2.747344
35 H 4.100355 2.382293 0.952190
36 H 2.686045 3.284487 0.390381
37 H 4.177709 0.188186 -1.657355
38 H 4.915449 0.731438 -0.122944
39 H 2.513635 -1.413428 -1.572073
40 H 2.806610 -3.793705 -1.136870
41 H 3.152620 -3.365279 0.564268
42 H 0.908044 -4.324288 0.320872
43 H -0.112306 -2.796416 1.768665
44 H 1.411604 -1.901220 1.661809
45 H -0.959453 -0.760475 0.835667
46 H 0.534932 -0.459528 -0.064372
47 H -0.794678 -1.452055 -1.820797
48 H -1.630509 -2.517689 -0.658271
49 H 1.626817 3.479389 -1.670928
50 H 0.668719 2.727697 -0.389066
51 H -0.577411 3.395086 -2.565966
52 H 0.322825 2.094626 -3.366687
53 H -1.219057 2.250459 -0.152481
54 H -3.360686 -0.246181 -1.835540
55 H -5.006617 -1.997148 -1.651521
56 H -5.558449 -2.517585 -0.048108
57 H -6.391133 -1.212944 -0.885737
58 H -5.411263 -0.784023 1.891240
59 H -3.872438 0.919355 2.862222

Force components x, y, z for each atom (eV/Å):
C -0.120 -0.038 0.129
O 0.172 0.106 -0.280
C 0.212 0.136 0.004
C -0.422 0.026 0.539
N 0.230 -0.222 -0.028
C 0.072 -0.216 -0.129
C 0.212 0.457 -0.379
O 0.140 -0.016 0.388
N -0.368 -0.288 -0.338
C -0.424 -0.327 0.145
C 0.574 -0.195 0.287
C -0.061 -0.053 -0.159
C -0.040 -0.156 -0.134
C -0.356 0.263 0.041
O 0.290 -0.044 -0.105
C 0.063 0.437 0.298
O -0.237 -0.215 -0.362
C -0.222 -0.100 -0.298
C 0.218 -0.124 -0.118
C 0.278 0.341 -0.162
O -0.137 -0.182 -0.209
N 0.182 0.210 0.295
C -0.445 -0.192 0.183
C -0.010 -0.038 -0.046
C 0.156 0.200 0.243
C -0.024 0.015 -0.026
C 0.030 -0.027 -0.088
C -0.158 -0.126 0.028
N 0.226 0.234 -0.270
H 0.000 -0.031 0.011
H 0.013 -0.022 0.005
H 0.115 -0.034 0.145
H 0.005 0.081 0.006
H -0.005 -0.036 -0.057
H -0.083 0.051 -0.062
H 0.075 -0.010 0.048
H 0.046 0.051 0.150
H -0.115 -0.084 -0.013
H 0.193 0.122 0.091
H 0.030 -0.002 0.087
H -0.052 -0.051 -0.121
H 0.024 0.137 -0.027
H 0.007 -0.002 0.024
H 0.045 0.005 0.085
H -0.029 0.061 0.038
H 0.009 0.052 0.013
H -0.064 -0.034 0.075
H 0.036 0.060 -0.038
H -0.023 0.012 0.119
H 0.141 0.132 -0.031
H 0.012 -0.011 0.003
H -0.149 0.036 0.088
H -0.014 -0.078 -0.112
H 0.026 -0.027 -0.063
H -0.023 -0.064 -0.062
H -0.026 -0.070 -0.005
H -0.067 -0.025 -0.036
H -0.073 -0.046 0.091
H -0.085 -0.037 0.096

Total energy, a.u.: -1375.399313
Relative energy (zero: lowest compared OMol25 entry of this formula, charge and spin), kcal/mol: 0.0
HOMO, eV: -8.89
SMILES: COCCN(CC(=O)NC[C@H]1CCCO1)C(=O)CCC(=O)Nc1cc(C)ccn1

Formula: C4H10N2
Source: OMol25
Level of theory: ωB97M-V with the def2-TZVPD basis set

Cartesian coordinates (Å):
1 C 0.410876 -0.794001 -0.414843
2 C -0.859919 0.920582 0.528111
3 C -2.179939 0.254594 0.216621
4 C 1.012043 0.359538 0.099857
5 N 1.936347 -1.724268 -0.846227
6 N 1.999923 0.995546 0.458377
7 H 2.656146 -1.530380 -0.141948
8 H 2.327712 -1.380385 -1.724111
9 H 1.839264 1.920460 0.857444
10 H -0.003690 -1.507055 0.284999
11 H -0.016741 -0.709214 -1.405843
12 H -0.797680 1.909312 0.066877
13 H -0.720751 1.042345 1.604849
14 H -3.028395 0.857184 0.562956
15 H -2.264939 -0.717399 0.712065
16 H -2.310256 0.103142 -0.859182

Force components x, y, z for each atom (eV/Å):
C 6.474 -3.689 -2.114
C 2.111 1.679 0.466
C 0.199 -0.598 -0.310
C -5.320 2.085 1.867
N -1.868 0.012 0.199
N 0.414 -0.295 -0.564
H -0.579 0.186 -0.147
H -0.352 0.171 0.202
H -0.249 -0.238 0.052
H -0.348 0.396 0.000
H -0.416 0.153 0.303
H -0.160 0.071 0.103
H -0.051 0.045 -0.013
H 0.253 0.045 -0.015
H -0.040 0.026 -0.113
H -0.068 -0.050 0.086

Total energy, a.u.: -267.758018
Relative energy (zero: lowest compared OMol25 entry of this formula, charge and spin), kcal/mol: 105.0
HOMO, eV: -7.76

Formula: C18H20FNOS
Source: OMol25
Level of theory: ωB97M-V with the def2-TZVPD basis set

Cartesian coordinates (Å):
1 C -2.844704 1.430559 3.160712
2 C -2.575956 1.479671 1.687640
3 C -2.927057 0.404152 0.876880
4 C -2.690686 0.436455 -0.483219
5 C -2.093814 1.547349 -1.070679
6 C -1.801476 1.540167 -2.548860
7 N -0.715235 0.624725 -2.844939
8 C -0.939093 -0.613299 -3.320219
9 O -2.031926 -1.005281 -3.679164
10 C 0.270669 -1.545094 -3.409496
11 C 1.660701 -0.995832 -3.134806
12 S 1.934514 -0.216056 -1.493665
13 C 1.167386 -1.452465 -0.367511
14 C 1.428477 -1.033994 1.041497
15 C 0.693031 0.004750 1.601916
16 C 0.934897 0.418061 2.898877
17 C 1.914234 -0.196739 3.660253
18 C 2.641760 -1.223299 3.087777
19 F 3.600429 -1.833101 3.815929
20 C 2.420563 -1.649991 1.791883
21 C -1.733302 2.616674 -0.264965
22 C -1.977438 2.584192 1.098026
23 H -2.448812 2.311362 3.660262
24 H -2.392227 0.542514 3.600540
25 H -3.917361 1.382703 3.345971
26 H -3.392184 -0.464209 1.321214
27 H -2.971951 -0.400988 -1.105252
28 H -2.671221 1.186249 -3.108771
29 H -1.524542 2.539803 -2.894483
30 H 0.181966 0.843567 -2.429944
31 H 0.056279 -2.387711 -2.746007
32 H 0.267222 -1.951449 -4.425135
33 H 1.920166 -0.208212 -3.842663
34 H 2.392702 -1.800377 -3.227133
35 H 1.615397 -2.419691 -0.593196
36 H 0.097441 -1.461608 -0.576636
37 H -0.070566 0.491078 1.015270
38 H 0.356685 1.226109 3.318904
39 H 2.119638 0.106626 4.674350
40 H 3.016961 -2.452194 1.385389
41 H -1.262418 3.484773 -0.704005
42 H -1.694181 3.429323 1.709292

Force components x, y, z for each atom (eV/Å):
C -0.038 -0.023 -0.010
C 0.039 0.094 -0.006
C 0.027 0.045 -0.044
C -0.026 -0.018 0.034
C 0.042 0.157 -0.042
C -0.124 -0.060 -0.082
N 0.066 0.487 -0.064
C 0.493 -0.254 -0.119
O -0.390 -0.208 -0.048
C -0.124 0.046 -0.029
C 0.139 0.081 0.517
S 0.231 -0.301 0.081
C 0.129 0.299 -0.607
C 0.030 0.088 0.186
C -0.018 -0.030 -0.095
C 0.017 -0.033 -0.050
C 0.185 -0.151 0.046
C -0.109 0.075 -0.048
F -0.049 0.038 -0.035
C 0.035 0.020 0.144
C -0.055 -0.090 -0.169
C -0.038 -0.075 0.137
H 0.012 0.037 0.085
H 0.021 -0.030 0.096
H -0.048 0.004 0.094
H -0.056 -0.106 0.046
H -0.040 -0.113 -0.093
H 0.120 0.153 0.028
H -0.105 -0.065 0.024
H -0.101 -0.181 0.020
H -0.023 0.033 -0.080
H -0.094 -0.010 0.084
H 0.055 -0.035 -0.048
H -0.051 0.064 -0.132
H -0.113 -0.059 0.064
H -0.020 -0.135 0.065
H -0.132 0.072 -0.105
H -0.073 0.097 0.062
H 0.040 0.010 0.108
H 0.074 -0.095 -0.036
H 0.050 0.093 -0.067
H 0.023 0.077 0.089

Total energy, a.u.: -1325.988873
Relative energy (zero: lowest compared OMol25 entry of this formula, charge and spin), kcal/mol: 0.6
HOMO, eV: -8.94
SMILES: Cc1ccc(CNC(=O)CCSCc2cccc(F)c2)cc1

Formula: C5H8N2O
Source: OMol25
Level of theory: ωB97M-V with the def2-TZVPD basis set

Cartesian coordinates (Å):
1 H -3.385371 -1.411925 -0.002462
2 N -2.799789 -0.592039 -0.148317
3 C -1.607772 -0.744648 0.238616
4 C -0.673370 0.422497 0.172961
5 N -1.068296 1.629943 0.050870
6 H -2.079352 1.668104 -0.082867
7 C 0.762319 0.142663 0.198758
8 C 1.738363 1.211520 0.547416
9 C 0.991893 -1.173630 -0.953324
10 O 1.203936 -1.153415 0.401586
11 H -1.184918 -1.687128 0.603723
12 H 1.997459 1.128832 1.610680
13 H 1.360863 2.208921 0.359873
14 H 2.655008 1.112556 -0.037784
15 H 0.363377 -1.975582 -1.315020
16 H 1.725651 -0.786670 -1.644708

Force components x, y, z for each atom (eV/Å):
H 0.222 -0.120 -0.099
N -0.164 0.202 0.257
C -0.160 -0.323 -0.254
C -0.435 0.612 0.115
N 0.230 -0.336 -0.081
H -0.023 -0.188 0.204
C -0.476 -1.365 -1.830
C 0.507 0.110 -0.465
C -0.012 2.468 0.555
O 0.750 -0.886 1.356
H -0.163 0.111 0.109
H -0.066 -0.120 -0.172
H -0.328 -0.005 0.000
H 0.062 -0.169 0.119
H -0.601 0.329 -0.039
H 0.656 -0.320 0.225

Total energy, a.u.: -379.957368
Relative energy (zero: lowest compared OMol25 entry of this formula, charge and spin), kcal/mol: 82.1
HOMO, eV: -8.97
SMILES: [H]/N=C/C(=N\[H])[C@]1(C)CO1